1.
The following is a quantum chemistry calculation of a structure of composition C42H105BaClN7O14 at a distorted geometry, from the OMol25 dataset.

Positions of all 170 atoms, in Å:
1 Ba 1.42 -17.33 2.73
2 Cl -1.44 -16.68 3.71
3 O -5.73 -12.93 0.04
4 O 2.35 -16.07 5.01
5 O 3.85 -21.77 4.98
6 O 2.38 -14.54 2.53
7 O -1.23 -18.98 -3.89
8 O 1.96 -19.36 6.70
9 O -4.55 -18.22 -0.02
10 O 0.27 -15.71 -2.53
11 O 0.02 -14.68 11.33
12 O -2.36 -13.29 7.48
13 O -0.60 -11.57 4.28
14 O 0.71 -19.30 0.98
15 O -5.18 -19.59 6.33
16 O -4.46 -24.34 6.50
17 N -3.08 -20.07 -1.82
18 N 3.40 -18.87 4.27
19 N -2.56 -13.66 1.93
20 N 0.65 -15.99 0.39
21 N -1.28 -15.68 9.10
22 N 0.21 -19.58 3.96
23 N -3.48 -21.64 4.83
24 C 3.63 -16.60 5.46
25 C -0.06 -14.92 -3.64
26 C -0.84 -15.81 -1.65
27 C 4.21 -19.93 3.65
28 C -1.70 -15.67 7.72
29 C -4.38 -25.77 6.43
30 C 3.59 -21.30 3.67
31 C 0.68 -14.54 0.68
32 C -1.34 -14.98 11.42
33 C 0.07 -18.46 -4.01
34 C -4.61 -12.60 0.73
35 C -4.78 -22.22 5.10
36 C -1.50 -14.35 7.04
37 C 1.61 -15.18 5.83
38 C -6.69 -11.96 -0.28
39 C 2.00 -14.02 1.25
40 C 3.20 -23.01 5.21
41 C -4.64 -23.77 5.16
42 C -1.27 -20.32 -3.35
43 C 0.63 -14.56 12.65
44 C -0.59 -16.44 -0.29
45 C -3.37 -20.21 4.84
46 C -3.95 -13.79 1.41
47 C -0.45 -19.84 1.58
48 C 3.55 -13.88 3.03
49 C -5.55 -19.37 7.67
50 C -0.18 -20.57 2.90
51 C 2.41 -20.43 7.45
52 C -3.66 -13.41 6.99
53 C 0.39 -20.40 5.17
54 C -2.75 -20.73 -3.09
55 C -0.85 -12.44 3.22
56 C 4.25 -17.66 4.48
57 C 0.79 -11.42 4.55
58 C -4.71 -19.67 0.00
59 C -4.83 -17.65 1.23
60 C -4.43 -20.35 -1.32
61 C -2.05 -14.92 10.07
62 C 0.55 -19.48 6.41
63 C -2.38 -12.74 2.99
64 C -3.73 -19.51 6.15
65 C 1.42 -20.07 0.00
66 H -1.85 -14.26 12.06
67 H 4.41 -13.97 2.38
68 H -6.63 -19.30 7.65
69 H 1.85 -12.94 1.30
70 H -5.84 -17.86 1.57
71 H 0.54 -15.50 13.18
72 H -3.92 -12.28 -0.05
73 H -1.57 -14.38 5.95
74 H -2.89 -22.03 5.54
75 H -0.61 -18.99 3.98
76 H -0.48 -14.03 7.21
77 H -4.29 -26.19 7.43
78 H 2.12 -22.88 5.15
79 H 0.74 -14.69 5.39
80 H -4.06 -17.80 1.99
81 H -1.66 -16.37 -2.10
82 H -2.85 -11.78 2.78
83 H 5.18 -17.98 4.95
84 H -4.61 -14.19 2.18
85 H -3.82 -14.53 0.62
86 H -0.39 -15.21 9.18
87 H 2.52 -21.25 3.47
88 H 2.86 -14.27 0.61
89 H 0.52 -13.96 -0.23
90 H 3.40 -12.81 3.20
91 H -3.34 -20.27 -3.88
92 H -4.90 -11.77 1.36
93 H -3.88 -24.10 4.46
94 H 4.58 -17.24 3.52
95 H 1.43 -16.24 -0.19
96 H -0.62 -20.47 -2.49
97 H -0.44 -13.93 -3.38
98 H 0.26 -18.44 6.26
99 H 0.07 -13.91 13.32
100 H 2.21 -14.39 6.27
101 H 1.99 -19.43 -0.67
102 H -5.57 -21.94 4.41
103 H -3.84 -19.78 3.96
104 H 3.49 -20.38 7.34
105 H -0.17 -14.25 1.31
106 H -0.85 -15.24 -4.33
107 H -2.80 -19.10 -1.82
108 H -1.15 -21.01 3.13
109 H -2.72 -16.02 7.57
110 H 4.30 -15.77 5.68
111 H -0.09 -17.44 -4.36
112 H 1.22 -11.07 3.61
113 H 0.62 -19.08 -4.72
114 H -6.29 -11.15 -0.90
115 H -3.07 -15.28 10.16
116 H 3.77 -14.35 3.99
117 H 0.67 -18.49 -3.10
118 H 3.43 -17.10 6.40
119 H -0.43 -13.42 3.44
120 H -4.79 -16.57 1.11
121 H 1.33 -12.26 4.99
122 H 5.12 -20.01 4.25
123 H -5.59 -24.16 4.80
124 H -5.79 -19.74 0.16
125 H -3.21 -20.02 6.97
126 H 1.68 -14.27 12.49
127 H 0.78 -14.67 -4.29
128 H -1.13 -16.47 7.23
129 H -6.94 -11.42 0.63
130 H -0.07 -19.82 7.23
131 H -1.41 -15.99 11.82
132 H -4.28 -12.62 7.42
133 H -1.13 -14.78 -1.48
134 H 2.98 -19.13 5.15
135 H -2.34 -19.94 4.64
136 H 4.49 -19.64 2.64
137 H -0.51 -21.02 5.29
138 H 3.51 -23.66 4.39
139 H -5.34 -26.12 6.06
140 H 0.80 -10.67 5.33
141 H -0.96 -20.46 0.85
142 H 1.09 -15.84 6.53
143 H -1.14 -19.01 1.75
144 H -5.22 -20.25 8.23
145 H 2.12 -20.76 0.46
146 H -3.35 -18.48 6.16
147 H -2.19 -14.56 2.20
148 H -2.17 -13.89 9.71
149 H -4.18 -14.34 7.21
150 H -7.54 -12.47 -0.72
151 H -0.38 -12.06 2.32
152 H -4.20 -20.11 0.85
153 H -2.78 -13.06 3.95
154 H 0.78 -20.62 -0.68
155 H -5.14 -19.98 -2.06
156 H 2.09 -21.42 7.11
157 H 0.57 -21.34 2.74
158 H -5.10 -18.43 8.00
159 H -4.53 -21.43 -1.22
160 H -0.89 -20.92 -4.18
161 H -1.45 -16.24 0.34
162 H 1.26 -21.05 5.18
163 H 2.12 -20.27 8.49
164 H -0.50 -17.50 -0.52
165 H 3.97 -21.92 2.85
166 H -3.60 -13.32 5.91
167 H -5.17 -21.96 6.09
168 H 3.52 -23.46 6.15
169 H -2.96 -21.79 -3.02
170 H -3.59 -26.14 5.77

Computed properties:
E_LUMO, eV: -2.42
Charge: +1


2.
The following is a quantum chemistry calculation of a cluster of 2 separate species, C5H8O2 in total at a distorted geometry, from the OMol25 dataset.

Positions of all 15 atoms, in Å:
1 O -2.06 -2.41 -0.74
2 O 2.74 0.43 0.73
3 C 0.43 0.08 0.40
4 C -0.44 0.62 -0.45
5 C 1.81 -0.36 0.02
6 C -1.81 1.11 -0.08
7 C -1.70 -2.31 0.33
8 H -2.57 0.74 -0.77
9 H -2.08 0.82 0.94
10 H 0.17 -0.04 1.46
11 H 3.62 0.07 0.58
12 H -0.15 0.73 -1.49
13 H 1.94 -0.26 -1.07
14 H -1.84 2.21 -0.14
15 H 1.94 -1.43 0.27

Computed properties:
E_LUMO, eV: 0.97
Relative energy (zero: lowest compared OMol25 entry of this formula, charge and spin), kJ/mol: 132.4


3.
The following is a quantum chemistry calculation of the molecule C4H10N2O2 at a distorted geometry, from the OMol25 dataset.

Positions of all 18 atoms, in Å:
1 O -0.64 0.53 -1.97
2 O -0.41 1.00 0.98
3 N 0.36 -0.78 -0.31
4 N -0.80 -1.71 -2.01
5 C 1.73 1.27 -0.10
6 C -0.42 -0.53 -1.42
7 C -1.34 0.39 1.85
8 C 0.80 0.26 0.56
9 H 0.86 -1.65 -0.32
10 H 2.06 2.00 0.64
11 H 1.28 -0.19 1.43
12 H -1.93 -0.34 1.30
13 H -1.40 -1.56 -2.81
14 H 1.23 1.82 -0.90
15 H 2.61 0.78 -0.52
16 H -2.00 1.17 2.25
17 H -0.85 -0.06 2.72
18 H -1.14 -2.42 -1.37

Computed properties:
SMILES: CO[C@H](C)NC(N)=O
E_LUMO, eV: 0.79
Relative energy (zero: lowest compared OMol25 entry of this formula, charge and spin), kJ/mol: 130.1


4.
The following is a quantum chemistry calculation of a cluster of 2 separate species, C3H9O2 in total at a distorted geometry, from the OMol25 dataset.

Positions of all 14 atoms, in Å:
1 O -2.10 -1.24 4.53
2 O 0.43 0.27 5.14
3 C -2.32 0.28 6.44
4 C -1.61 1.12 7.52
5 C -1.54 -0.75 5.67
6 H -0.75 1.70 7.15
7 H 1.09 0.41 4.47
8 H -3.10 -0.32 6.90
9 H -1.70 -2.12 4.40
10 H -1.30 0.49 8.35
11 H -1.00 -1.50 6.26
12 H -0.44 -0.16 4.83
13 H -2.30 1.84 7.91
14 H -2.81 0.92 5.71

Computed properties:
E_LUMO (spin up / spin down), eV: 0.70 / 0.64
Relative energy (zero: lowest compared OMol25 entry of this formula, charge and spin), kJ/mol: 42.4
⟨S²⟩: 0.7530
2S+1: 2


Sequential calculated total energy output: -3585.1493; -345.7545; -418.4114; -270.0753 Ha